Entry 1:
{"formula": "C48H131N22O9P7", "method": "ωB97M-V/def2-TZVPD", "symbols": ["P", "P", "P", "P", "P", "P", "P", "O", "O", "O", "O", "O", "O", "O", "O", "O", "N", "N", "N", "N", "N", "N", "N", "N", "N", "N", "N", "N", "N", "N", "N", "N", "N", "N", "N", "N", "N", "N", "C", "C", "C", "C", "C", "C", "C", "C", "C", "C", "C", "C", "C", "C", "C", "C", "C", "C", "C", "C", "C", "C", "C", "C", "C", "C", "C", "C", "C", "C", "C", "C", "C", "C", "C", "C", "C", "C", "C", "C", "C", "C", "C", "C", "C", "C", "C", "C", "H", "H", "H", "H", "H", "H", "H", "H", "H", "H", "H", "H", "H", "H", "H", "H", "H", "H", "H", "H", "H", "H", "H", "H", "H", "H", "H", "H", "H", "H", "H", "H", "H", "H", "H", "H", "H", "H", "H", "H", "H", "H", "H", "H", "H", "H", "H", "H", "H", "H", "H", "H", "H", "H", "H", "H", "H", "H", "H", "H", "H", "H", "H", "H", "H", "H", "H", "H", "H", "H", "H", "H", "H", "H", "H", "H", "H", "H", "H", "H", "H", "H", "H", "H", "H", "H", "H", "H", "H", "H", "H", "H", "H", "H", "H", "H", "H", "H", "H", "H", "H", "H", "H", "H", "H", "H", "H", "H", "H", "H", "H", "H", "H", "H", "H", "H", "H", "H", "H", "H", "H", "H", "H", "H", "H", "H", "H", "H", "H", "H", "H"], "coordinates": [[1.964, -5.694, -1.359], [-7.883, 2.677, 0.744], [-1.055, 2.467, -5.267], [0.434, 6.088, 0.569], [-1.710, -2.563, 5.821], [4.756, -2.883, 4.126], [3.175, -1.411, -6.831], [-8.343, 1.470, 0.063], [3.242, -0.010, -7.345], [1.299, 0.103, 1.826], [1.741, -0.420, -0.302], [2.333, -5.599, -2.768], [-1.136, 1.006, -5.291], [3.847, -3.709, 3.265], [-1.754, -1.778, 7.103], [-0.414, 5.586, -0.576], [2.276, -2.607, -7.752], [5.985, -3.795, 4.886], [-1.658, -1.446, 4.623], [2.225, 5.923, 0.368], [-0.071, 3.197, -6.529], [2.995, -6.608, -0.291], [-2.664, 3.061, -5.312], [0.997, 0.041, 0.609], [-6.505, 2.319, 1.749], [4.630, -2.121, -6.419], [-0.388, -3.623, 5.620], [-0.314, 3.177, -3.892], [-3.193, -3.513, 5.518], [5.355, -1.482, 3.368], [3.937, -2.149, 5.476], [0.408, -6.321, -0.937], [0.072, 7.762, 0.941], [-8.958, 3.490, 1.964], [2.402, -1.254, -5.284], [2.003, -4.178, -0.608], [-7.396, 3.902, -0.424], [-0.006, 5.112, 2.016], [0.326, -4.072, 6.777], [-2.454, -0.168, 4.836], [5.555, -5.151, 5.305], [4.728, -3.357, -5.642], [-6.050, 3.785, -1.077], [-5.854, 3.371, 2.544], [1.003, -2.194, -8.290], [5.908, -1.635, -6.911], [-3.643, 2.594, -4.323], [-9.688, 2.541, 2.855], [-0.101, -4.428, 4.407], [-0.396, 0.211, 0.260], [4.383, -6.805, -0.658], [-1.452, 4.677, 2.081], [0.245, -7.687, -0.479], [-4.032, -3.900, 6.676], [-0.717, -5.829, -1.610], [-0.614, -1.264, 3.711], [0.972, 4.872, 3.062], [4.720, -1.179, 2.110], [0.712, 2.278, -7.368], [-6.131, 0.857, 1.899], [-0.235, 4.587, -3.606], [2.782, -1.460, 5.039], [4.650, -1.725, 6.627], [-1.072, -0.319, -0.905], [3.031, 6.725, 1.353], [7.300, -3.881, 4.181], [-0.173, 4.475, -7.195], [1.611, -2.263, -4.564], [0.487, 2.334, -2.977], [2.923, -3.667, -8.594], [-3.348, 3.704, -6.464], [1.204, -3.737, 0.525], [-8.911, 4.941, 2.184], [2.785, -6.641, 1.226], [-3.786, -3.438, 4.194], [-2.578, 1.105, 1.005], [2.972, -0.283, -4.395], [-3.150, 0.701, -0.216], [-0.462, 8.569, -0.124], [-2.472, -0.022, -1.165], [-0.094, 8.245, 2.303], [-8.402, 4.710, -1.256], [2.894, 4.754, -0.101], [3.092, -3.312, -0.977], [6.299, -0.544, 3.938], [-1.190, 0.885, 1.225], [1.789, 4.363, 2.550], [-0.095, -5.068, 6.920], [-4.518, -4.213, 3.967], [1.488, 2.781, -7.944], [3.649, -1.345, 2.230], [-0.744, -0.310, 3.200], [3.897, 4.973, -0.466], [2.994, 4.111, 0.773], [-0.222, 1.719, -2.423], [4.902, -7.619, -0.153], [4.387, -0.686, 6.824], [0.815, -2.720, 0.475], [0.911, -1.732, -3.919], [4.813, -3.147, -4.576], [0.071, 1.806, -8.112], [0.798, 4.959, -7.090], [4.987, -6.043, -0.166], [-6.083, 3.321, 3.608], [3.949, 7.006, 0.837], [-7.075, 0.351, 2.105], [2.293, 4.176, -0.804], [7.510, -2.998, 3.576], [0.782, 4.938, -3.430], [-4.836, -4.561, 6.352], [-9.062, 2.498, 3.746], [-0.790, 5.185, -6.645], [-0.621, -1.936, 2.853], [-0.312, 4.476, -8.276], [3.925, -3.745, -8.171], [-4.262, 3.229, -6.821], [-0.271, -7.672, 0.481], [0.830, 8.058, 2.850], [-6.029, 4.520, -1.883], [1.170, 2.822, -2.282], [-0.824, 1.192, 2.193], [-9.858, 1.511, 2.540], [-1.329, 9.139, 0.211], [8.193, -4.011, 4.792], [-3.226, 1.590, 1.720], [0.710, -1.276, -7.782], [-8.677, 5.541, -0.607], [0.442, -1.172, 3.965], [0.240, -2.971, -8.329], [-0.606, -5.391, 4.480], [0.229, 9.370, -0.389], [-4.152, 0.954, -0.527], [7.210, -0.345, 3.374], [-3.607, 4.718, -6.158], [0.369, -4.435, 0.591], [1.847, -7.130, 1.488], [-5.309, 4.123, -0.353], [5.880, -0.547, -6.853], [4.656, -2.511, 7.382], [-1.465, 3.830, 1.395], [3.858, -4.013, -5.668], [5.677, 0.342, 3.816], [-3.245, -0.385, 5.554], [-0.725, 5.098, -4.435], [1.216, -2.974, -5.290], [2.504, 7.600, 1.734], [-9.327, 4.141, -1.347], [3.187, -0.749, 4.318], [-0.668, -4.774, -1.878], [3.555, -3.779, -1.846], [-4.794, 3.137, 2.443], [-4.584, 3.095, -4.547], [2.905, -5.607, 1.550], [6.125, -5.435, 6.190], [1.166, 1.453, -6.819], [0.121, -3.359, 7.575], [3.937, -0.656, -4.053], [5.566, -5.904, 4.517], [2.192, -0.985, 5.823], [3.131, 6.130, 2.261], [-6.193, 4.387, 2.344], [1.281, 5.807, 3.528], [-4.251, -2.477, 3.976], [3.665, -7.060, 1.713], [6.719, -2.193, -6.441], [1.061, -1.874, -9.331], [5.166, -1.767, 1.307], [-4.301, -2.991, 7.214], [-0.775, 4.715, -2.668], [-3.684, 1.510, -4.222], [1.114, 1.694, -3.599], [-5.522, 0.365, 1.141], [0.505, 4.154, 3.737], [4.968, -0.178, 1.759], [-1.962, 5.498, 1.577], [-8.117, 5.148, -2.213], [-5.467, 0.865, 2.763], [1.747, -3.899, 1.456], [-0.250, -3.842, 3.500], [-3.201, 2.961, -3.397], [5.684, -1.805, 6.289], [2.618, -2.413, -1.373], [2.340, -2.738, -3.908], [7.338, -4.745, 3.517], [-5.846, 2.789, -1.469], [-0.825, 8.021, -0.993], [-0.603, -0.905, -1.681], [3.741, -3.133, -0.120], [0.956, -4.680, 4.328], [2.901, -3.398, -9.650], [-3.003, -0.310, -2.060], [-10.583, 3.079, 3.167], [-7.971, 5.332, 2.574], [-1.962, 0.805, 4.827], [2.493, -0.142, -3.426], [5.697, -3.762, -5.931], [-9.351, 5.522, 1.374], [-3.430, -4.503, 7.356], [-0.391, -8.105, -1.259], [-3.097, 0.006, 3.974], [-3.015, -3.420, 3.424], [1.411, -3.966, 6.789], [2.217, -2.085, 4.348], [-2.663, 3.812, -7.305], [2.993, 0.691, -4.884], [-1.075, -6.508, -2.384], [-9.520, 5.117, 3.071], [-0.069, 9.334, 2.329], [-0.845, 7.806, 2.960], [-1.848, 4.343, 3.040], [6.533, -0.685, 4.994], [1.180, -8.246, -0.524], [-1.553, -5.847, -0.911], [2.270, -4.537, -8.526], [4.486, -5.202, 5.509], [4.528, -6.743, -1.736], [5.998, -1.833, -7.979]], "homo_ev": -7.49, "de_lowest_kcal_mol": 213.13, "total_charge": 0}



Entry 2:
{"formula": "C6H22N2O3", "method": "ωB97M-V/def2-TZVPD", "symbols": ["O", "O", "O", "N", "N", "C", "C", "C", "C", "C", "C", "H", "H", "H", "H", "H", "H", "H", "H", "H", "H", "H", "H", "H", "H", "H", "H", "H", "H", "H", "H", "H", "H"], "coordinates": [[1.622, 3.065, 2.578], [-3.294, 0.443, -1.008], [-2.788, -3.002, -0.622], [1.267, -0.847, 0.759], [-1.642, -0.698, 2.279], [0.364, -1.844, 1.248], [1.536, 1.396, -2.005], [0.613, 2.186, -1.062], [2.290, 0.332, -1.285], [-1.148, -1.391, 1.091], [1.346, -0.703, -0.731], [2.252, 2.066, -2.495], [1.023, 0.910, -2.845], [1.150, 0.090, 1.176], [-2.281, -1.177, 2.875], [-2.958, -2.377, -1.341], [2.949, -0.140, -2.029], [-1.858, -3.208, -0.492], [0.838, 2.097, -0.012], [-2.431, 0.038, -1.131], [-3.088, 1.379, -1.139], [0.682, 3.223, -1.332], [0.367, -0.704, -1.184], [1.271, 2.174, 2.689], [-1.150, -0.729, 0.229], [0.585, -2.065, 2.319], [3.056, 0.810, -0.610], [-0.375, 1.775, -1.278], [0.892, 3.488, 2.105], [-1.768, -2.302, 1.108], [-1.402, 0.267, 2.356], [1.617, -1.779, -0.894], [0.466, -2.775, 0.681]], "homo_ev": -8.15, "de_lowest_kcal_mol": 53.45, "total_charge": 0}



Entry 3:
{"formula": "C11H15N", "method": "ωB97M-V/def2-TZVPD", "symbols": ["N", "C", "C", "C", "C", "C", "C", "C", "C", "C", "C", "C", "H", "H", "H", "H", "H", "H", "H", "H", "H", "H", "H", "H", "H", "H", "H"], "coordinates": [[1.982, -2.317, 0.762], [0.194, -1.204, -2.290], [1.746, -0.998, 1.088], [0.962, -0.443, 0.058], [0.673, 0.968, 0.094], [0.864, -1.418, -0.976], [-2.822, 1.513, 0.393], [2.159, -0.282, 2.226], [1.515, -2.539, -0.544], [1.143, 1.708, 1.186], [1.906, 1.132, 2.189], [-2.903, 0.957, -1.024], [-2.785, 1.781, -1.737], [-2.205, 2.403, 0.399], [2.899, -2.659, 1.016], [1.706, -3.487, -1.030], [0.833, -1.476, -3.141], [-2.116, 0.224, -1.220], [-0.721, -1.806, -2.394], [-2.598, 0.791, 1.175], [-3.875, 0.541, -1.276], [-0.156, -0.184, -2.423], [0.794, 2.727, 1.333], [-0.013, 1.385, -0.639], [2.300, -0.895, 3.116], [2.347, 1.733, 2.979], [-3.829, 1.847, 0.682]], "homo_ev": [0.53, -2.83], "multiplicity": 2, "de_lowest_kcal_mol": 10.41, "s_squared": 0.769, "total_charge": -1}



Entry 4:
{"formula": "C17H16BN4O8", "method": "ωB97M-V/def2-TZVPD", "symbols": ["O", "O", "O", "O", "O", "O", "O", "O", "N", "N", "N", "N", "C", "C", "C", "C", "C", "C", "C", "C", "C", "C", "C", "C", "C", "C", "C", "C", "C", "B", "H", "H", "H", "H", "H", "H", "H", "H", "H", "H", "H", "H", "H", "H", "H", "H"], "coordinates": [[2.823, -2.096, -1.296], [-0.633, 4.460, 1.587], [-2.969, -1.223, 4.253], [2.736, -0.047, 0.879], [-1.016, -0.498, 4.911], [1.794, -2.189, 1.720], [4.071, -1.572, 2.348], [1.181, 3.631, 2.722], [-1.956, -0.512, 4.075], [-5.129, 3.662, 1.582], [0.143, 3.382, 2.132], [-1.883, 4.028, 1.115], [-4.223, 2.922, 1.624], [2.283, -0.269, 3.241], [5.011, -2.403, -1.798], [-3.104, 2.048, 1.714], [3.534, -1.763, -0.187], [-1.875, 2.698, 1.403], [3.222, -2.885, -3.583], [2.710, 0.703, 2.051], [-1.843, 0.340, 2.921], [3.721, -2.483, -2.279], [1.557, 0.536, 4.237], [1.255, -1.404, 2.760], [-0.646, 2.239, 1.946], [4.895, -1.930, -0.471], [3.615, -0.981, 3.566], [-3.052, 0.807, 2.365], [-0.602, 1.134, 2.874], [2.975, -1.446, 1.355], [3.028, -2.009, -4.213], [5.706, -1.753, 0.223], [0.295, -0.982, 2.395], [-3.990, 0.294, 2.561], [1.004, -2.036, 3.636], [3.484, -1.741, 4.354], [2.052, 1.579, 1.943], [1.151, -0.030, 5.071], [2.077, 1.447, 4.538], [3.710, 1.120, 2.304], [0.672, 0.785, 3.540], [-0.697, 1.692, 3.850], [3.977, -3.489, -4.101], [2.301, -3.461, -3.474], [4.375, -0.269, 3.929], [5.928, -2.681, -2.313]], "homo_ev": -3.85, "de_lowest_kcal_mol": 78.62, "total_charge": -1}



Entry 5:
{"formula": "C42H32AlOP2S2", "method": "ωB97M-V/def2-TZVPD", "symbols": ["S", "S", "P", "P", "Al", "O", "C", "C", "C", "C", "C", "C", "C", "C", "C", "C", "C", "C", "C", "C", "C", "C", "C", "C", "C", "C", "C", "C", "C", "C", "C", "C", "C", "C", "C", "C", "C", "C", "C", "C", "C", "C", "C", "C", "C", "C", "C", "C", "H", "H", "H", "H", "H", "H", "H", "H", "H", "H", "H", "H", "H", "H", "H", "H", "H", "H", "H", "H", "H", "H", "H", "H", "H", "H", "H", "H", "H", "H", "H", "H"], "coordinates": [[-0.746, 0.805, 2.628], [-1.194, 2.680, -0.164], [2.063, 0.792, 0.000], [-1.632, -1.151, -0.376], [-0.323, 0.753, 0.463], [0.942, -0.931, -1.866], [2.064, 3.200, -1.356], [-3.606, 0.426, -1.449], [-2.468, 4.356, 1.548], [3.811, -1.431, 0.278], [4.487, 2.190, 3.629], [3.375, 2.205, -3.597], [-1.574, -2.498, 0.829], [-2.949, 4.810, 2.765], [-1.369, -4.504, 2.745], [-5.970, 0.110, -1.163], [-3.359, -0.653, -0.600], [2.791, 0.794, 2.657], [2.268, -2.956, -1.486], [3.367, -3.508, -0.840], [4.711, 2.785, 2.396], [2.707, -0.862, -0.344], [-4.426, -1.358, -0.045], [1.961, -1.628, -1.249], [-0.795, -4.679, 1.495], [4.146, -2.752, 0.024], [2.994, 3.539, -3.547], [3.010, 1.394, 1.415], [-2.750, 4.052, 3.910], [-0.679, -2.793, -4.565], [0.274, -2.063, -3.877], [-2.173, -2.638, -2.686], [3.532, 1.190, 3.758], [-1.586, 2.380, 2.608], [-2.042, -3.325, 3.043], [-2.073, 2.846, 3.828], [-4.909, 0.804, -1.729], [3.104, 1.363, -2.529], [-2.140, -2.319, 2.095], [-1.223, -1.896, -1.980], [3.978, 2.388, 1.286], [2.447, 1.858, -1.405], [-1.783, 3.146, 1.454], [-1.897, -3.097, -3.961], [-0.895, -3.680, 0.536], [2.342, 4.036, -2.426], [-5.728, -0.969, -0.326], [-0.003, -1.647, -2.587], [-0.269, -5.597, 1.260], [3.416, 0.327, -2.570], [3.889, 1.819, -4.468], [-2.784, 0.977, -1.888], [4.396, -0.843, 0.975], [2.046, 5.076, -2.383], [-3.120, 4.397, 4.867], [-4.249, -2.207, 0.601], [-3.139, -2.837, -2.236], [-3.477, 5.753, 2.816], [3.618, -4.546, -1.023], [3.207, 4.195, -4.382], [-2.487, -3.185, 4.020], [-2.640, -3.674, -4.498], [-1.915, 2.249, 4.718], [1.234, -1.817, -4.315], [4.166, 2.851, 0.327], [3.356, 0.724, 4.720], [1.674, -3.549, -2.167], [-2.618, 4.944, 0.649], [5.459, 3.560, 2.293], [-0.475, -3.126, -5.575], [-6.555, -1.516, 0.110], [-5.094, 1.645, -2.384], [5.059, 2.504, 4.493], [-2.649, -1.397, 2.340], [1.547, 3.587, -0.488], [-1.293, -5.286, 3.490], [2.042, 0.021, 2.766], [-0.449, -3.826, -0.440], [-6.988, 0.410, -1.378], [5.007, -3.193, 0.508]], "homo_ev": -9.99, "de_lowest_kcal_mol": 0.00, "total_charge": 1}



Entry 6:
{"formula": "C7H18OP", "method": "ωB97M-V/def2-TZVPD", "symbols": ["P", "O", "C", "C", "C", "C", "C", "C", "C", "H", "H", "H", "H", "H", "H", "H", "H", "H", "H", "H", "H", "H", "H", "H", "H", "H", "H"], "coordinates": [[-2.468, -2.199, -0.237], [2.392, 1.151, -0.072], [-1.406, -0.813, 0.201], [-2.149, 0.528, 0.052], [-1.322, 1.761, 0.451], [2.552, -0.036, -0.825], [2.953, -1.232, 0.024], [1.197, 1.233, 0.662], [0.079, 1.874, -0.164], [3.321, 0.196, -1.562], [2.863, -2.162, -0.544], [0.096, 1.463, -1.183], [-2.898, -2.924, 0.871], [3.986, -1.141, 0.358], [1.407, 1.842, 1.545], [-1.258, 1.831, 1.544], [-1.073, -0.984, 1.228], [-1.912, 2.624, 0.134], [-0.528, -0.873, -0.449], [-2.464, 0.634, -0.992], [0.320, 2.933, -0.275], [2.326, -1.319, 0.917], [-3.623, -1.769, -0.886], [1.630, -0.245, -1.398], [0.907, 0.242, 1.036], [-1.867, -3.120, -1.092], [-3.062, 0.504, 0.656]], "homo_ev": -12.56, "de_lowest_kcal_mol": 4.36, "total_charge": 1}